Record 1
{"formula": "C29H22CaCl2I2N3O2S", "method": "ωB97M-V/def2-TZVPD", "e_homo_ev": -9.904, "e_tot_ha": -4024.604858, "relative_energy_ev": 0.1348, "total_charge": 1, "orbital_gap_ev": 5.45, "species": ["Ca", "C", "O", "C", "N", "C", "C", "C", "C", "C", "C", "C", "C", "C", "C", "C", "C", "N", "C", "N", "C", "C", "O", "C", "C", "C", "C", "C", "C", "H", "H", "H", "H", "H", "H", "H", "H", "H", "H", "H", "H", "H", "H", "H", "H", "H", "H", "H", "Cl", "C", "C", "C", "C", "C", "Cl", "C", "S", "H", "H", "H", "I", "I"], "xyz": [[0.7311, -0.7140, -0.4431], [-0.5986, -2.9053, 3.6493], [-0.8699, -1.4740, 3.6911], [-0.5175, -1.0035, 2.5025], [-0.0245, -1.7956, 1.6366], [0.0893, -3.1148, 2.2797], [-0.4996, -4.2430, 1.4733], [-1.2383, -4.0191, 0.3246], [-1.7617, -5.0839, -0.3960], [-1.5554, -6.3821, 0.0342], [-0.8248, -6.6134, 1.1911], [-0.2977, -5.5523, 1.9040], [-0.6762, 0.4491, 2.2666], [-0.9605, 1.3641, 3.2714], [-0.9828, 2.7105, 2.9303], [-0.7165, 3.0992, 1.6253], [-0.4484, 2.1024, 0.6930], [-0.4439, 0.8161, 1.0143], [-0.1250, 2.3787, -0.7260], [0.1912, 1.4823, -1.5750], [0.3366, 2.1744, -2.8676], [0.3259, 3.6663, -2.4700], [-0.1651, 3.6537, -1.0982], [1.5639, 1.7786, -3.6496], [1.6455, 2.1647, -4.9835], [2.7593, 1.8449, -5.7394], [3.8017, 1.1241, -5.1746], [3.7276, 0.7369, -3.8471], [2.6144, 1.0711, -3.0856], [-1.5561, -3.4192, 3.7313], [0.0331, -3.1359, 4.5037], [1.1611, -3.3040, 2.4058], [-1.4417, -3.0076, -0.0069], [-2.3357, -4.8902, -1.2920], [-1.9597, -7.2130, -0.5254], [-0.6584, -7.6249, 1.5340], [0.2881, -5.7458, 2.7940], [-1.1460, 1.0295, 4.2805], [-1.1941, 3.4562, 3.6834], [-0.7082, 4.1382, 1.3336], [-0.5572, 1.9165, -3.4503], [-0.3429, 4.2913, -3.0551], [1.3307, 4.0918, -2.4491], [0.8284, 2.7060, -5.4443], [2.8102, 2.1489, -6.7759], [4.6664, 0.8648, -5.7689], [4.5282, 0.1695, -3.3947], [2.5984, 0.7663, -2.0432], [2.8342, 0.4338, 1.0278], [4.2857, 0.0314, 0.0798], [5.3615, 0.8712, 0.2777], [6.5343, 0.6143, -0.4189], [6.5875, -0.4650, -1.2833], [5.4797, -1.2784, -1.4513], [5.6081, -2.5982, -2.5669], [4.2652, -1.0748, -0.7749], [2.9077, -2.1306, -1.0383], [5.2832, 1.7016, 0.9625], [7.3962, 1.2504, -0.2865], [7.4851, -0.6906, -1.8383], [-2.3268, -1.1498, -2.2917], [0.0583, -1.9586, -3.1090]], "forces_ev_per_angstrom": [[0.096, -0.121, -0.034], [-0.042, 0.036, 0.066], [0.078, 0.081, 0.040], [-0.119, 0.027, 0.059], [-0.092, 0.068, 0.043], [0.184, -0.065, 0.012], [0.064, -0.060, 0.003], [-0.120, 0.076, -0.044], [-0.023, 0.034, -0.032], [-0.014, -0.029, -0.027], [0.001, -0.045, 0.021], [0.055, 0.082, -0.013], [-0.056, 0.128, 0.267], [-0.032, -0.004, -0.156], [0.011, -0.052, -0.006], [0.006, -0.159, -0.098], [-0.141, 0.207, 0.159], [0.120, 0.065, -0.021], [0.044, 0.103, 0.245], [0.020, 0.116, 0.314], [-0.001, -0.083, -0.096], [0.061, 0.025, 0.041], [-0.096, -0.068, -0.123], [-0.082, -0.007, 0.006], [-0.022, -0.044, -0.049], [0.029, 0.004, -0.077], [0.018, -0.010, 0.027], [-0.053, 0.017, 0.012], [0.093, -0.025, 0.115], [0.075, -0.017, -0.025], [-0.037, -0.055, -0.037], [-0.088, -0.032, 0.036], [0.031, -0.007, 0.024], [-0.026, -0.009, -0.041], [-0.022, -0.030, -0.029], [0.005, -0.033, 0.008], [0.038, 0.004, 0.044], [-0.006, -0.029, 0.033], [-0.008, 0.016, 0.022], [0.000, 0.025, -0.032], [0.104, 0.093, -0.028], [0.044, -0.038, -0.020], [-0.064, -0.021, -0.055], [-0.062, 0.032, 0.003], [-0.003, 0.010, -0.023], [0.028, -0.013, -0.014], [0.033, -0.007, -0.004], [-0.048, 0.081, -0.085], [0.148, 0.015, -0.105], [-0.267, 0.071, 0.215], [0.227, -0.097, -0.153], [-0.133, 0.054, 0.088], [-0.069, -0.033, 0.018], [0.109, -0.162, -0.102], [0.087, 0.054, -0.001], [0.063, 0.107, -0.009], [-0.040, -0.165, 0.053], [0.005, 0.038, 0.027], [0.038, 0.035, 0.012], [0.061, 0.007, -0.024], [-0.360, 0.073, -0.024], [0.150, -0.261, -0.426]], "nbo_charge": [1.6713, -0.0855, -0.4582, 0.5628, -0.5768, -0.1373, 0.0418, -0.2609, -0.1852, -0.2046, -0.1888, -0.2259, 0.1347, -0.1819, -0.1362, -0.2003, 0.2131, -0.5121, 0.5362, -0.5728, -0.1319, -0.0854, -0.4626, 0.0325, -0.2426, -0.1931, -0.1905, -0.1935, -0.2463, 0.2109, 0.2142, 0.2325, 0.1997, 0.2170, 0.2254, 0.2257, 0.2133, 0.2557, 0.2443, 0.2556, 0.2188, 0.2173, 0.2080, 0.2130, 0.2244, 0.2245, 0.2291, 0.2019, -0.0780, -0.0439, -0.2249, -0.2243, -0.1664, -0.0676, 0.0318, -0.2200, -0.5133, 0.2330, 0.2303, 0.2311, -0.0062, 0.0671]}

=====

Record 2
{"formula": "C29H22ClCrNO5", "method": "ωB97M-V/def2-TZVPD", "spin_multiplicity": 4, "e_homo_ev": [-10.416, -10.418], "e_tot_ha": -3053.502459, "total_charge": 1, "s2": 3.807, "orbital_gap_ev": [6.71, 4.47], "species": ["C", "C", "O", "C", "C", "N", "C", "C", "C", "C", "C", "Cl", "C", "C", "O", "H", "H", "H", "H", "H", "H", "H", "H", "H", "H", "H", "O", "C", "Cr", "C", "O", "C", "O", "C", "C", "C", "C", "C", "C", "C", "C", "C", "C", "C", "C", "C", "C", "C", "H", "H", "H", "H", "H", "H", "H", "H", "H", "H", "H"], "xyz": [[-0.2245, 2.9834, 6.2563], [-0.4200, 2.1030, 5.0550], [-1.5018, 2.6494, 4.2634], [-1.6814, 1.9061, 3.1461], [-2.8572, 2.4061, 2.3005], [-2.8960, 1.5001, 1.1858], [-3.0826, 1.6167, -0.0612], [-3.1919, 0.4142, -0.9113], [-3.5240, 0.4855, -2.2760], [-3.6621, -0.6864, -3.0234], [-3.4739, -1.9309, -2.3959], [-3.6592, -3.3712, -3.3072], [-3.1373, -2.0095, -1.0343], [-2.9868, -0.8269, -0.3048], [-0.9542, 0.9826, 2.8453], [0.7395, 2.7436, 6.7162], [-0.2346, 4.0499, 6.0029], [-1.0089, 2.7901, 6.9957], [0.4868, 2.0526, 4.4428], [-0.7059, 1.0904, 5.3588], [-3.7671, 2.1746, 2.8918], [-3.2077, 2.5593, -0.6255], [-3.6726, 1.4647, -2.7293], [-3.9174, -0.6494, -4.0786], [-2.9975, -2.9752, -0.5627], [-2.7169, -0.8443, 0.7497], [1.6899, 9.3667, -1.0525], [1.7858, 8.4834, -0.2979], [1.7429, 7.2034, 1.1138], [-0.0809, 7.6655, 1.2163], [-1.1721, 8.0760, 1.2542], [1.9964, 8.7216, 2.2372], [2.0269, 9.7321, 2.8164], [3.7013, 6.2760, 0.9402], [2.8903, 5.8532, -0.1205], [1.6224, 5.3202, 0.1326], [1.1612, 5.1301, 1.4510], [-0.1924, 4.6244, 1.6966], [-1.3345, 4.2317, 1.8161], [-2.7454, 3.8595, 2.0589], [-3.7157, 4.3943, 1.0165], [-5.0859, 4.3533, 1.3080], [-6.0135, 4.7598, 0.3497], [-5.5775, 5.2123, -0.9017], [-4.2101, 5.3178, -1.1687], [-3.2743, 4.9405, -0.1951], [1.9610, 5.6171, 2.5040], [3.2324, 6.1519, 2.2532], [4.6838, 6.7166, 0.7441], [3.2263, 5.9573, -1.1521], [0.9612, 5.0303, -0.6879], [-3.0668, 4.2891, 3.0271], [-5.4068, 4.0097, 2.2968], [-7.0779, 4.7126, 0.5837], [-6.3054, 5.4926, -1.6622], [-3.8573, 5.6846, -2.1311], [-2.2023, 5.0473, -0.3695], [1.5631, 5.5667, 3.5208], [3.8405, 6.4968, 3.0892]], "forces_ev_per_angstrom": [[-0.070, 0.071, 0.452], [0.127, 0.183, 0.258], [0.020, -0.724, -0.403], [0.939, -0.705, -0.023], [-0.143, -2.523, -0.628], [-0.488, -0.666, -0.309], [-0.062, 0.768, 0.068], [0.073, -0.491, -0.063], [0.168, -0.289, 0.536], [0.106, -0.150, 0.433], [0.097, 1.041, 0.564], [-0.039, -0.302, -0.202], [-0.043, 0.628, -0.293], [-0.132, -0.606, -0.453], [-0.965, 1.052, 0.324], [-0.153, 0.060, 0.011], [0.024, -0.208, -0.030], [0.142, 0.206, -0.080], [-0.255, -0.054, 0.009], [0.224, 0.128, -0.173], [0.288, 0.284, -0.251], [0.060, -0.198, 0.396], [-0.019, -0.221, -0.036], [0.036, -0.026, 0.189], [0.000, 0.072, -0.093], [-0.075, -0.051, -0.255], [-0.009, -2.862, 2.879], [0.471, 5.276, -6.399], [-0.638, 1.800, 2.733], [-5.808, 1.708, 0.123], [3.740, -1.483, -0.085], [-0.004, 4.572, 2.940], [0.115, -3.603, -1.919], [1.142, -0.695, -0.645], [1.324, -1.200, -0.765], [-0.722, -1.036, -0.916], [-1.236, -1.414, 0.534], [0.256, -0.073, -0.283], [0.597, 0.928, 0.048], [0.126, 1.952, 0.391], [-0.104, 0.513, -0.248], [0.308, 0.020, -0.228], [0.157, -0.050, -0.025], [0.138, -0.080, 0.148], [0.110, -0.078, 0.397], [-0.565, -0.076, 0.135], [-0.462, -1.429, 1.145], [0.731, -0.042, 0.542], [-0.419, -0.171, 0.111], [-0.094, 0.072, 0.306], [0.335, 0.026, 0.279], [0.555, 0.283, -0.307], [-0.014, 0.046, -0.400], [0.299, 0.039, -0.131], [0.184, -0.041, 0.202], [-0.151, -0.013, 0.197], [-0.311, -0.114, -0.105], [0.241, 0.000, -0.340], [-0.156, -0.055, -0.262]], "nbo_charge": [-0.6298, -0.0754, -0.5258, 0.7944, -0.1472, -0.4345, 0.1239, -0.0476, -0.1966, -0.2356, -0.0328, 0.0344, -0.2265, -0.1756, -0.5573, 0.2225, 0.2063, 0.2214, 0.1895, 0.2017, 0.2486, 0.1574, 0.2151, 0.2328, 0.2332, 0.2485, -0.3729, 0.5507, -0.2164, 0.6574, -0.3887, 0.6862, -0.3789, -0.1963, -0.2226, -0.1959, -0.0485, -0.1632, 0.2663, -0.4006, 0.0814, -0.2280, -0.1903, -0.2093, -0.1923, -0.2679, -0.1817, -0.1842, 0.2754, 0.2730, 0.2791, 0.2729, 0.2168, 0.2292, 0.2283, 0.2200, 0.2098, 0.2718, 0.2745]}

=====

Record 3
{"formula": "C29H22FeNOS5", "method": "ωB97M-V/def2-TZVPD", "spin_multiplicity": 6, "e_homo_ev": [-6.416, -6.716], "e_tot_ha": -4502.853834, "relative_energy_ev": 0.7436, "s2": 8.838, "orbital_gap_ev": [5.88, 5.69], "species": ["Fe", "S", "C", "C", "C", "C", "C", "C", "S", "C", "C", "C", "C", "C", "C", "C", "S", "C", "C", "C", "C", "C", "C", "S", "N", "H", "H", "H", "H", "H", "H", "H", "H", "H", "H", "H", "H", "H", "H", "H", "C", "C", "O", "S", "C", "C", "C", "C", "C", "C", "C", "C", "H", "H", "H", "H", "H", "H", "H"], "xyz": [[-0.0290, -0.1667, -1.4373], [1.7511, -1.5434, -0.6259], [3.0177, -0.2726, -0.6797], [4.2966, -0.7866, -0.8692], [5.3845, 0.0578, -1.0223], [5.2079, 1.4307, -0.9789], [3.9387, 1.9518, -0.7893], [2.8277, 1.1222, -0.6589], [1.2378, 1.8396, -0.3115], [0.7295, 2.7868, -1.7897], [-0.6591, 2.3662, -2.2624], [-1.1466, 2.8546, -3.4657], [-2.4029, 2.4433, -3.8825], [-3.1443, 1.6010, -3.0849], [-2.6182, 1.1671, -1.8616], [-3.3025, 0.2561, -1.0415], [-1.4199, -1.9838, -2.0659], [-1.6009, -1.5148, -3.7610], [-2.7256, -1.9527, -4.4657], [-2.9257, -1.6227, -5.7969], [-1.9862, -0.8403, -6.4556], [-0.8640, -0.3958, -5.7735], [-0.6507, -0.7163, -4.4301], [0.8158, -0.1081, -3.6274], [-1.3658, 1.5679, -1.4527], [4.4360, -1.8604, -0.9040], [6.3717, -0.3633, -1.1604], [6.0563, 2.0954, -1.0741], [3.7923, 3.0242, -0.7505], [1.4555, 2.6283, -2.5860], [0.7069, 3.8424, -1.5185], [-0.5332, 3.5048, -4.0746], [-2.7941, 2.7701, -4.8377], [-4.1168, 1.2437, -3.3951], [-4.2745, -0.1151, -1.3291], [-2.8982, -0.0258, -0.0817], [-3.4529, -2.5620, -3.9414], [-3.8083, -1.9755, -6.3164], [-2.1230, -0.5811, -7.4986], [-0.1242, 0.2118, -6.2819], [0.3767, -2.0731, 9.4978], [0.3771, -1.7934, 8.0142], [1.1281, -2.3094, 7.2401], [-0.9078, -0.6202, 7.5389], [-0.6621, -0.6085, 5.7886], [-1.1707, -1.6387, 5.0033], [-0.8922, -1.6819, 3.6499], [-0.0990, -0.6898, 3.0705], [0.3561, 0.3758, 3.8472], [0.0807, 0.4109, 5.2030], [0.3236, -0.8089, 1.7120], [0.5624, -0.9371, 0.5238], [-0.1881, -2.9906, 9.6698], [-0.0869, -1.2697, 10.0683], [1.4016, -2.2312, 9.8252], [-1.7741, -2.4118, 5.4596], [-1.2731, -2.4849, 3.0333], [0.9390, 1.1596, 3.3812], [0.4493, 1.2242, 5.8137]], "forces_ev_per_angstrom": [[-0.617, -0.152, -0.736], [-0.008, 0.328, 0.258], [-0.079, 0.090, 0.116], [0.030, 0.018, 0.002], [-0.003, -0.045, -0.017], [-0.008, 0.013, 0.003], [-0.062, -0.001, -0.063], [0.111, -0.111, -0.085], [-0.213, -0.123, -0.118], [-0.018, -0.090, -0.082], [-0.048, 0.144, 0.651], [0.084, 0.137, -0.009], [-0.094, 0.041, -0.072], [-0.112, 0.048, -0.146], [0.104, -0.159, 0.372], [-0.015, 0.205, 0.012], [0.021, 0.256, 0.033], [0.034, 0.045, 0.072], [-0.043, 0.021, -0.010], [0.008, 0.000, 0.063], [0.050, 0.020, 0.008], [0.013, 0.020, 0.034], [0.046, 0.049, 0.119], [-0.125, -0.040, -0.118], [-0.006, 0.000, -0.780], [0.001, 0.022, 0.053], [-0.017, 0.003, -0.015], [-0.021, 0.000, -0.029], [0.005, -0.018, 0.050], [-0.006, -0.019, -0.004], [0.049, 0.022, -0.037], [0.010, -0.045, -0.008], [0.019, -0.012, 0.010], [0.024, 0.004, -0.009], [0.050, -0.050, -0.036], [0.021, -0.009, -0.019], [0.021, 0.003, -0.011], [0.010, -0.005, 0.011], [0.010, 0.006, 0.016], [-0.018, -0.002, 0.015], [-0.055, 0.054, -0.042], [-0.055, 0.001, 0.199], [-0.012, 0.033, -0.135], [-0.002, -0.036, 0.071], [0.097, -0.037, -0.153], [-0.043, 0.027, -0.022], [-0.062, -0.099, 0.047], [0.184, 0.062, -0.261], [0.039, 0.094, 0.100], [-0.035, 0.040, -0.037], [-0.885, 0.051, 0.328], [1.476, -0.717, 0.367], [0.004, -0.003, -0.011], [0.008, -0.003, -0.015], [0.012, -0.001, 0.002], [0.024, -0.015, 0.003], [0.041, -0.027, 0.023], [0.033, -0.018, 0.035], [0.027, -0.020, 0.004]], "nbo_charge": [0.9124, 0.4679, -0.2193, -0.1997, -0.1844, -0.2028, -0.2199, -0.1059, 0.2867, -0.5660, 0.2677, -0.2666, -0.1286, -0.2100, 0.0991, -0.2638, -0.3231, -0.2134, -0.1720, -0.2509, -0.2317, -0.2227, -0.1807, -0.3752, -0.5840, 0.2303, 0.2239, 0.2230, 0.2237, 0.2679, 0.2397, 0.2248, 0.2251, 0.2278, 0.2011, 0.1988, 0.2081, 0.2065, 0.2064, 0.2127, -0.7203, 0.4432, -0.5358, 0.2023, -0.1928, -0.1351, -0.1729, -0.1376, -0.1605, -0.1868, 0.1396, -0.4084, 0.2479, 0.2293, 0.2447, 0.2215, 0.2323, 0.2280, 0.2281]}

=====

Which formula does entry 1 have?
C29H22CaCl2I2N3O2S